14
Properties=species:S:1:pos:R:3:forces:R:3 method="wB97M-V/def2-TZVPD" homo_lumo_gap_ha="0.294 / 0.305" relative_energy_kj_mol=370.4 max_force_ev_per_a=2.956 homo_energy_ev="-7.06 / -7.27" spin_multiplicity=1
H 1.0110 1.8506 -1.0801 0.03 -0.28 0.30
H -1.5253 0.4716 1.5569 0.27 -0.05 -0.04
H 1.4301 -0.7919 -1.2527 -0.21 0.04 0.37
H 1.9542 -0.4445 0.4265 -0.02 -0.11 0.02
C -0.2859 -0.8029 0.1885 0.83 0.15 0.41
O 0.0984 1.4408 0.7077 -0.60 0.73 0.95
C 1.1253 -0.3486 -0.2940 0.32 -0.90 0.00
C 0.6371 1.0478 -0.4412 -1.57 -1.03 -1.74
H 0.0935 0.0326 2.2245 -0.22 -0.11 -0.25
C -1.0597 -0.3698 -1.0369 1.91 2.19 0.54
H -1.9361 0.2769 -0.8795 0.08 -0.91 -0.64
H -0.3911 -1.8323 0.5512 -0.06 0.11 0.04
H -0.6722 -0.7798 -1.9838 -0.88 0.43 0.42
C -0.4793 0.2495 1.3129 0.13 -0.25 -0.39

14
Properties=species:S:1:pos:R:3:forces:R:3 method="wB97M-V/def2-TZVPD" smiles=C1C[C@H]2OC[C@@H]12 homo_lumo_gap_ha=0.390 relative_energy_kj_mol=246.6 max_force_ev_per_a=1.150 homo_energy_ev=-9.44 spin_multiplicity=1
C 1.1535 0.6160 0.1521 0.47 -1.01 0.27
H 1.8705 1.2225 -0.4330 0.00 -0.92 0.17
C 1.0849 -1.0503 0.0206 0.05 1.11 -0.13
H -0.4274 1.5516 -1.1974 0.32 -0.75 0.10
O -1.2991 -0.8827 0.4785 -0.38 -0.18 0.08
H -1.4329 0.9595 1.4910 0.02 0.03 -0.04
C -0.3120 -0.8261 -0.5474 -0.17 0.63 -0.69
H -0.5805 -1.3542 -1.4638 -0.16 -0.12 0.08
C -1.4463 0.5430 0.4789 -0.31 0.22 0.30
C -0.2601 0.7666 -0.4370 0.06 -0.91 -0.21
H 1.0499 -1.6462 0.9589 -0.01 0.83 -0.35
H 1.2523 0.9299 1.1910 -0.02 0.04 0.06
H -2.3756 0.8213 -0.0353 0.01 0.03 0.22
H 1.7228 -1.6510 -0.6571 0.11 0.99 0.13

14
Properties=species:S:1:pos:R:3:forces:R:3 method="wB97M-V/def2-TZVPD" smiles=CC#CCCO homo_lumo_gap_ha=0.362 relative_energy_kj_mol=327.4 max_force_ev_per_a=2.694 homo_energy_ev=-9.24 spin_multiplicity=1
C -0.0083 0.3397 2.1817 -0.22 0.32 0.12
H 0.7664 -1.2630 1.4791 0.14 -0.01 0.22
H 1.0170 1.4320 0.6265 -0.06 0.18 0.34
C -0.1288 0.0278 -0.2854 -0.29 0.93 -0.76
H -0.7357 1.7319 0.6601 0.15 0.07 0.36
H 0.8674 -0.8052 -3.1511 -0.81 -0.66 0.34
H 0.2702 1.0826 2.9330 -0.03 -0.16 0.04
O 0.9173 -0.7209 2.2690 -0.03 -0.22 -0.12
H -0.7050 -1.4962 -2.1272 1.19 -1.29 -2.04
H -1.0334 -0.0033 2.3931 0.17 0.02 0.02
H -0.8881 -0.5149 -3.5366 -0.05 0.75 0.00
C -0.1656 -0.7150 -2.7571 -0.71 -1.11 0.40
C 0.0401 0.9727 0.8071 0.14 0.27 0.30
C -0.2135 -0.0682 -1.4922 0.42 0.92 0.79

14
Properties=species:S:1:pos:R:3:forces:R:3 method="wB97M-V/def2-TZVPD" smiles="CC=C=COC" homo_lumo_gap_ha=0.348 relative_energy_kj_mol=280.1 max_force_ev_per_a=0.555 homo_energy_ev=-8.54 spin_multiplicity=1
C -0.7654 -0.9332 0.3864 -0.16 0.10 0.03
C -0.0621 -0.6126 -0.6756 -0.50 0.20 0.13
H 2.0612 1.4116 -0.6343 -0.12 0.15 0.14
O 0.3199 1.4806 -1.7086 0.11 0.03 -0.30
C -0.0925 0.1922 -1.7218 0.00 -0.14 0.01
H -1.3799 -2.4182 1.7664 0.24 0.04 0.06
H -0.5498 -1.0280 2.4687 0.03 -0.26 -0.06
H 0.5985 1.6125 0.3702 0.03 0.12 -0.25
H -1.7428 -0.4489 0.3835 -0.08 -0.04 0.19
H -0.4926 -0.0966 -2.6897 0.31 0.00 -0.01
C 1.0742 1.8911 -0.5775 0.13 0.06 0.12
H 1.1631 2.9786 -0.6511 0.04 -0.26 0.03
C -0.5340 -1.7333 1.6254 0.10 -0.11 0.05
H 0.4022 -2.2959 1.6581 -0.11 0.11 -0.14

14
Properties=species:S:1:pos:R:3:forces:R:3 method="wB97M-V/def2-TZVPD" smiles="CC=C=CCO" homo_lumo_gap_ha=0.383 relative_energy_kj_mol=199.3 max_force_ev_per_a=0.369 homo_energy_ev=-9.46 spin_multiplicity=1
H 2.4525 -0.1630 0.4668 -0.04 0.07 -0.13
H 0.8963 0.4072 -2.1653 0.01 -0.02 0.10
H 3.1668 0.1600 -1.1290 -0.11 0.00 0.11
H -2.6954 -0.6793 1.3864 0.13 0.09 -0.07
O -1.5085 1.0311 1.3138 0.15 -0.01 0.17
H -2.8130 0.3465 -0.0473 0.05 -0.08 0.10
C 2.3277 0.3933 -0.4658 0.06 -0.01 0.06
C -1.1107 -0.9693 -0.0338 0.16 0.07 -0.08
H -1.3339 -2.0340 -0.0956 0.07 0.15 0.01
C 1.0140 0.0828 -1.1316 -0.20 -0.06 0.07
C -2.1079 -0.0751 0.6780 -0.26 -0.21 -0.16
C -0.0208 -0.4853 -0.5724 0.04 0.02 -0.08
H 2.3811 1.4641 -0.2345 0.02 -0.15 -0.05
H -0.7601 0.6907 1.8207 -0.07 0.14 -0.05

15
Properties=species:S:1:pos:R:3:forces:R:3 method="wB97M-V/def2-TZVPD" smiles="O=CCCCC=O" homo_lumo_gap_ha=0.384 relative_energy_kj_mol=103.8 max_force_ev_per_a=0.557 homo_energy_ev=-9.94 spin_multiplicity=1
H -0.1417 1.9189 -1.2341 0.05 0.04 0.02
H 0.2272 -0.0418 2.5912 0.01 0.13 0.07
C -1.0006 0.0293 -1.3252 -0.08 0.01 -0.43
H 1.0621 0.6274 -1.0403 -0.01 -0.08 0.02
H -1.1678 1.0072 0.9809 0.02 0.16 0.08
C 0.0568 0.9527 -0.7705 0.00 0.16 0.15
H -0.7685 -1.0402 -1.4855 0.18 0.02 0.16
C -0.1021 1.0961 0.7584 -0.19 -0.52 0.06
O 1.5482 -1.6698 0.1839 -0.14 0.11 0.34
H 0.2167 2.0854 1.0747 -0.01 0.06 0.01
H 1.7116 0.3925 1.7093 0.06 -0.11 0.01
O -2.0953 0.4340 -1.6259 -0.04 -0.03 0.11
C 0.6894 -1.2980 0.9487 0.02 -0.11 -0.52
C 0.6816 0.0533 1.6052 0.07 0.10 -0.22
H -0.1989 -1.9450 1.1134 0.06 0.07 0.14

15
Properties=species:S:1:pos:R:3:forces:R:3 method="wB97M-V/def2-TZVPD" homo_lumo_gap_ha=0.379 relative_energy_kj_mol=261.3 max_force_ev_per_a=0.585 homo_energy_ev=-9.39 spin_multiplicity=1
O -1.3547 -0.0553 1.6455 0.22 -0.02 -0.54
H -1.0775 -1.9529 -0.4932 0.01 0.15 -0.02
C 0.3814 0.7621 0.0675 0.09 0.20 0.33
H 2.1370 0.0877 -1.0497 -0.13 -0.06 0.07
H -2.1055 -0.6253 -1.1041 0.13 -0.02 0.06
C 1.2440 -0.3341 -0.5852 0.12 -0.11 0.03
O -0.1012 1.1216 -1.2552 -0.07 0.13 -0.07
C -1.1258 -0.8775 -0.6896 -0.04 -0.04 0.01
C 0.0272 -0.3045 -1.5267 -0.04 -0.23 -0.28
H 0.0853 -0.5509 -2.5873 -0.01 0.02 0.17
H 0.6286 1.4075 3.5600 -0.02 -0.01 -0.01
H 0.0698 1.0982 3.1754 0.06 0.04 0.07
H 1.4660 -1.2486 -0.0258 -0.06 0.14 -0.08
C -0.8170 -0.0526 0.5685 -0.19 -0.05 0.35
H 0.7598 1.5834 0.6746 -0.07 -0.15 -0.09

15
Properties=species:S:1:pos:R:3:forces:R:3 method="wB97M-V/def2-TZVPD" homo_lumo_gap_ha=0.342 relative_energy_kj_mol=307.6 max_force_ev_per_a=0.438 homo_energy_ev=-8.76 spin_multiplicity=1
H -0.8439 -0.2810 2.3617 0.21 0.00 -0.06
C 0.5376 -0.6637 -0.8883 -0.15 -0.19 0.01
O 1.7249 0.1291 -0.8961 0.07 0.05 -0.04
H 1.7926 0.5302 -1.7790 0.23 -0.15 0.18
H -1.3051 -0.8811 0.0667 0.04 0.00 0.05
C -0.2270 -0.1082 -2.1103 -0.04 0.33 0.29
O -0.8679 0.9263 -1.6390 0.12 -0.14 -0.28
C -0.0040 -0.5387 1.7051 0.09 0.01 0.02
H 0.8760 0.0242 2.0263 -0.07 -0.02 -0.13
H 0.1980 -1.6060 1.8472 0.03 0.18 0.01
H -1.6589 1.5515 0.1830 0.04 -0.13 -0.06
C -0.3979 -0.2904 0.2591 -0.13 -0.02 -0.04
H 0.7996 -1.7264 -0.9263 -0.16 0.16 -0.11
C -0.7277 1.1193 -0.1811 -0.07 0.02 0.15
H 0.1037 1.8149 -0.0289 -0.20 -0.12 0.03

15
Properties=species:S:1:pos:R:3:forces:R:3 method="wB97M-V/def2-TZVPD" homo_lumo_gap_ha=0.319 relative_energy_kj_mol=471.1 max_force_ev_per_a=2.763 homo_energy_ev=-7.90 spin_multiplicity=1
C -0.6304 0.7573 -0.4114 -2.06 1.35 -1.24
C -0.8151 -0.7655 -0.3857 0.97 -0.36 -0.74
H -1.7347 -1.0688 0.1337 0.15 0.45 -0.03
O 1.5730 -1.1850 -0.4778 -1.10 -0.81 -0.33
H -1.0389 1.1251 1.7289 0.20 -0.09 -0.06
H -0.8216 -1.2525 -1.3670 0.11 0.09 0.23
H 0.0724 1.3394 -1.0250 0.05 -1.45 -0.20
H 1.4891 0.7456 -0.8422 0.61 -0.61 0.05
O 0.5346 -0.1902 1.4079 -0.15 0.47 0.20
C -0.1949 1.0008 1.0369 -0.77 0.71 0.21
H 0.3869 -2.1554 0.8948 0.13 0.30 -0.09
C 0.3877 -1.1541 0.4527 0.54 -0.18 -0.29
H 0.4827 1.8578 1.1441 -0.21 -0.25 -0.04
C 1.8312 -0.2184 -1.2923 1.42 0.41 0.19
H -1.5218 1.1640 -0.9978 0.09 -0.03 2.15

15
Properties=species:S:1:pos:R:3:forces:R:3 method="wB97M-V/def2-TZVPD" smiles=C#C[C@](C)(O)CO homo_lumo_gap_ha=0.405 relative_energy_kj_mol=243.0 max_force_ev_per_a=0.482 homo_energy_ev=-10.18 spin_multiplicity=1
C 2.4076 0.2337 -0.2596 -0.39 -0.08 0.02
O -0.6254 2.1610 -0.3966 0.22 0.18 0.06
C -0.6052 -1.4802 0.6479 -0.08 -0.12 0.06
H 0.2473 -2.1130 0.8956 -0.03 0.09 -0.04
H -0.0038 -0.6966 -2.0562 0.28 -0.09 -0.24
H -0.6368 1.1737 1.4324 0.01 -0.10 -0.14
H 3.4516 0.4376 -0.3259 -0.08 -0.04 0.03
H 0.3358 2.2742 -0.3976 -0.15 0.06 -0.05
C 1.2305 -0.0089 -0.1915 0.45 0.17 -0.05
H -1.2733 -2.0239 -0.0130 -0.10 -0.24 0.17
H -1.9937 0.8679 0.3259 0.14 0.00 -0.04
H -1.1462 -1.2453 1.5632 0.07 0.11 0.09
O -0.7160 -0.4140 -1.4875 -0.19 0.20 -0.14
C -0.9116 1.0283 0.3761 -0.17 -0.17 0.20
C -0.2250 -0.2367 -0.1630 0.03 0.03 0.08

15
Properties=species:S:1:pos:R:3:forces:R:3 method="wB97M-V/def2-TZVPD" homo_lumo_gap_ha=0.314 relative_energy_kj_mol=569.9 max_force_ev_per_a=0.466 homo_energy_ev=-7.58 spin_multiplicity=1
C 1.5467 0.2840 -0.3150 -0.13 -0.03 0.11
H -2.5505 0.2729 1.0160 0.11 0.00 -0.13
O 2.5021 -0.2603 1.1210 0.17 0.17 0.22
C -0.8574 -0.8445 -0.2019 0.07 -0.26 0.07
O -0.5770 1.0730 0.7053 0.10 0.07 0.00
H 1.9885 -0.4228 -1.0116 -0.12 0.11 0.07
C 0.2910 -0.0079 0.2884 0.32 -0.04 -0.27
C -1.6973 0.2739 0.3459 -0.46 -0.03 0.09
H 2.7623 0.5050 1.6631 0.07 -0.11 -0.11
H -2.6308 -0.5226 -1.4649 0.10 0.07 0.06
H -1.2972 0.6920 -1.8187 -0.03 -0.10 0.14
H -0.9663 -1.9178 -0.0842 0.01 0.22 -0.03
H 1.3306 -0.4221 1.2752 -0.07 -0.05 -0.04
H 1.8906 1.3125 -0.4016 -0.06 -0.12 -0.01
C -1.7352 -0.0153 -1.1169 -0.07 0.09 -0.16

15
Properties=species:S:1:pos:R:3:forces:R:3 method="wB97M-V/def2-TZVPD" homo_lumo_gap_ha=0.408 relative_energy_kj_mol=70.8 max_force_ev_per_a=0.843 homo_energy_ev=-10.35 spin_multiplicity=1
H 0.0175 1.8847 -1.0886 -0.30 -0.33 0.10
C -0.7659 1.4642 -0.4345 -0.20 -0.37 -0.05
H -0.7945 2.1729 0.4094 -0.23 -0.59 -0.10
C -1.0386 -1.1047 0.7327 -0.10 0.31 -0.03
H -1.7169 1.5214 -0.9613 -0.02 -0.30 -0.06
O 2.9004 0.0313 0.6237 -0.19 0.04 -0.30
C 1.7478 0.0285 0.3189 0.81 -0.16 0.17
H 0.9628 -1.6379 -0.7994 -0.25 0.26 -0.02
H 1.0249 -0.1667 -1.8047 0.07 0.11 0.20
O 0.7247 0.5244 1.0435 0.40 -0.40 0.36
H -0.2631 -1.7492 1.1810 -0.22 0.33 -0.13
C 0.8807 -0.5440 -0.7918 0.11 0.10 -0.06
H -1.6953 -0.8055 1.5515 0.00 0.23 -0.16
H -1.5992 -1.7689 0.0602 0.08 0.55 -0.13
C -0.2710 0.0620 0.0534 0.03 0.22 0.20